No. 1
# C22H28BNO7S

The molecule C22H28BNO7S (ωB97M-V with the def2-TZVPD basis set, OMol25).

The geometry in XYZ format:
```
60
Properties=species:S:1:pos:R:3:forces:R:3
N -1.2708 -3.9751 0.1503 0.88 -0.28 0.08
C -0.2911 -3.2676 1.0490 -0.22 -0.61 -0.32
C -0.7580 -1.7865 1.4133 -0.03 -1.44 -0.07
C -0.3149 -1.5087 2.9117 -1.11 0.15 1.23
B -1.6135 -1.0029 3.7636 -0.40 0.50 0.45
O -2.4668 -1.9924 4.3229 0.50 1.03 -1.80
O -1.9040 0.3621 3.9066 -0.04 -1.69 -0.57
O 0.7359 -0.5216 3.0824 1.17 -0.62 -1.83
S 1.9788 -0.9287 2.0854 3.78 -0.48 1.20
O 3.1121 -0.0452 2.3477 -2.44 0.31 -0.50
O 2.4277 -2.3041 2.2921 -2.12 0.71 -0.52
C 1.3017 -0.6759 0.3728 -0.70 0.77 0.09
C 1.9217 0.6750 -0.1375 -0.72 -0.78 -0.31
O 3.2491 0.3830 -0.5854 -0.02 1.43 0.76
C 4.0958 1.4769 -0.5358 2.60 1.70 -0.21
C 3.7089 2.8760 -0.4458 1.85 -0.79 -0.06
C 4.7706 3.8977 -0.4169 0.34 -1.27 -0.11
C 6.1853 3.5849 -0.5139 -1.57 -1.43 -0.06
C 6.5711 2.1782 -0.6368 -2.36 0.74 0.18
C 5.5362 1.1727 -0.6282 -0.29 0.75 -0.01
C -0.3127 -0.6909 0.3561 0.85 0.23 0.11
C -0.9470 0.6990 0.7803 0.26 -0.41 -0.68
C -1.1546 1.7462 -0.3676 -0.67 0.70 0.79
O -1.8580 2.7049 -0.1358 0.50 -0.54 -0.19
C -0.6786 -1.0838 -1.1474 -0.14 -1.29 0.92
C -2.1928 -1.4514 -1.3843 -0.46 0.28 -1.65
C -3.0417 -0.3341 -2.0693 -1.36 1.57 0.34
C -3.9930 0.3835 -1.1969 -0.19 0.23 -1.46
C -4.8929 1.4210 -1.6607 1.73 -1.05 -1.56
C -4.8181 1.8022 -3.0749 1.05 -1.62 1.52
C -3.8803 1.0999 -3.9369 -0.08 -0.09 0.99
C -2.9824 0.0383 -3.4749 -1.46 0.88 1.76
H -0.7457 -4.2275 -0.6955 -0.57 0.16 0.25
H -1.4806 -4.8836 0.5743 -0.07 0.45 -0.18
H 0.7029 -3.3087 0.5404 -0.63 0.36 0.73
H -0.1955 -3.9174 1.9644 0.04 1.10 -0.65
H -1.8889 -1.8419 1.4282 1.08 0.13 -0.20
H 0.0295 -2.4365 3.4556 -0.19 0.73 -1.03
H -2.5594 -2.6753 3.6291 0.09 -0.06 0.85
H -2.8667 0.5056 3.8937 0.45 -0.03 0.54
H 1.6716 -1.5346 -0.2399 -0.06 0.73 0.71
H 1.8775 1.4033 0.7173 0.30 -0.46 -0.99
H 1.3544 1.0469 -1.0415 0.31 -0.26 1.10
H 2.6313 3.1501 -0.3994 1.12 -0.02 -0.01
H 4.4652 4.9689 -0.3134 0.27 -1.15 -0.15
H 6.9523 4.3984 -0.5011 -0.88 -0.89 0.00
H 7.6352 1.8815 -0.7410 -0.94 0.23 0.15
H 5.8410 0.0972 -0.6984 -0.46 1.12 0.08
H -1.9617 0.4933 1.2145 0.87 0.40 -0.45
H -0.3488 1.2067 1.5847 -0.60 -0.49 -0.68
H -0.6868 1.7020 -1.3916 -0.07 -0.46 0.79
H -0.0854 -2.0252 -1.3466 -0.56 0.97 0.10
H -0.3200 -0.3355 -1.8942 -0.33 -0.47 0.73
H -2.7546 -1.7885 -0.4840 0.77 0.27 -0.59
H -2.2031 -2.3279 -2.0964 -0.01 0.79 0.81
H -4.0578 0.0915 -0.1191 0.16 0.22 -1.06
H -5.5941 1.9078 -0.9425 0.71 -0.43 -0.82
H -5.4931 2.6181 -3.4188 0.79 -0.86 -0.03
H -3.8570 1.4057 -5.0068 0.07 -0.36 0.92
H -2.2856 -0.5070 -4.1574 -0.78 0.69 0.54
```
Positions in Å, forces in eV/Å.

For the LUMO energy, the calculation gives 0.1 eV. Its gap between HOMO and LUMO is 8.54 eV. The calculation puts the HOMO energy at -8.5 eV. The electronic energy comes out at -50600.78040 eV.

***

No. 2
# C5H11NO2

A 2-piece molecular cluster, C5H11NO2 overall (ωB97M-V with the def2-TZVPD basis set, OMol25).

The geometry in XYZ format:
```
19
Properties=species:S:1:pos:R:3:forces:R:3
N 2.1095 -1.3218 1.1396 -0.22 0.46 -0.13
C 0.9829 -0.5451 1.4184 0.36 -0.86 -0.32
C -0.2580 -0.8919 1.0971 -1.07 0.27 -0.33
C -1.5181 -0.0859 1.3925 1.27 -0.57 -0.50
C -2.2227 0.3550 0.1036 -0.32 0.17 0.48
C -1.5412 1.5107 -0.5613 0.14 -0.36 -1.02
O -1.3394 1.5418 -1.7522 0.01 0.15 0.34
H 2.9730 -0.9839 1.5134 0.16 -0.17 0.11
H 2.0035 -2.3173 1.1012 0.01 -0.09 0.03
H 1.2380 0.3797 1.9046 -0.25 0.35 0.19
H -0.4792 -1.7752 0.4880 0.47 -0.02 0.31
H -2.1364 -0.6773 2.0712 -0.32 0.21 -0.22
H -1.2090 0.8100 1.9055 -0.04 0.44 0.53
H -2.3522 -0.4087 -0.6682 -0.03 -0.11 0.33
H -3.1987 0.7526 0.4003 -0.24 -0.11 -0.17
H -1.2507 2.3696 0.0558 0.07 0.18 0.36
O 2.7494 -0.2172 -2.4321 0.05 -0.29 -0.08
H 2.0594 -0.8703 -2.6256 0.34 0.25 0.16
H 3.5418 -0.7229 -2.2001 -0.40 0.08 -0.07
```
Positions in Å, forces in eV/Å.

For the LUMO energy, the calculation gives 0.9 eV. Its gap between HOMO and LUMO is 9.02 eV. The relative energy (zero: lowest compared OMol25 entry of this formula, charge and spin) is 182.1 kJ/mol. The calculation puts the HOMO energy at -8.1 eV. The electronic energy comes out at -10947.37912 eV.

***

- Which value of gap between HOMO and LUMO does entry 1 give?
  8.54 eV